Entry from the Open Molecules 2025 dataset: a single C7H11F2O3P molecule (ωB97M-V with the def2-TZVPD basis set).

Geometry as XYZ:
```
24
Properties=species:S:1:pos:R:3:forces:R:3
C 2.49712 -2.41065 0.55085 -1.402 -2.670 0.570
C 2.17782 -1.42632 -0.54033 -1.320 -0.588 -0.424
O 0.81795 -0.97128 -0.24835 0.209 -0.149 -0.340
P 0.01804 0.02957 -1.23776 -0.052 0.178 0.784
O 0.87921 1.36295 -0.71686 0.501 -0.769 -0.332
C 0.48745 2.60496 -1.00456 -1.212 1.550 1.232
C 0.01380 3.38712 -0.05161 -0.160 0.464 -0.344
C -0.19269 4.30595 0.85522 -1.571 -2.371 -0.485
F 0.80854 4.83890 1.47032 0.686 1.541 1.111
F -1.39222 4.55365 1.46684 1.545 0.133 -0.757
O -1.31288 0.36046 -0.33759 1.207 -0.382 -1.085
C -2.05293 -0.47819 0.49145 -0.482 -1.730 1.689
C -2.72009 -1.71955 -0.18299 0.595 0.041 -0.376
H 2.82069 -1.99722 1.49885 0.171 0.304 -0.032
H 1.46091 -3.00890 0.83261 2.639 1.441 -0.935
H 3.24169 -3.19851 0.20523 -0.849 1.064 0.468
H 2.21400 -1.94903 -1.49634 -0.485 -0.231 -0.154
H 2.81746 -0.58571 -0.73341 0.485 0.583 0.781
H 0.47318 2.95736 -2.01556 0.279 -0.099 -0.686
H -1.53572 -0.88615 1.37785 0.741 0.529 -0.473
H -2.75336 0.22961 0.92562 -0.686 -0.381 -0.052
H -3.53158 -1.27033 -0.70479 -0.753 -0.134 -1.104
H -2.02844 -2.27478 -0.91680 -0.972 0.901 1.230
H -3.20795 -2.45392 0.51209 0.886 0.774 -0.286
```
Positions in Å, forces in eV/Å.

Energy relative to the best compared isomer or geometry (same formula, charge and spin) (kcal per mole): 1.7
E_HOMO (eV): -9.262
Molar mass (Da): 212.1
Charge: 0
Electronic energy (eV): -28301.283